{
  "formula": "C26H27F8N2O11P2",
  "method": "ωB97M-V/def2-TZVPD",
  "species": ["C", "C", "C", "N", "C", "C", "O", "O", "N", "C", "C", "O", "C", "C", "F", "F", "C", "F", "F", "C", "F", "F", "C", "F", "F", "P", "O", "O", "O", "P", "O", "O", "O", "H", "H", "H", "H", "H", "H", "H", "H", "H", "H", "H", "H", "H", "H", "H", "H", "H", "H", "H", "C", "C", "C", "C", "C", "C", "C", "O", "C", "C", "C", "C", "C", "C", "C", "O", "H", "H", "H", "H", "H", "H", "H", "H"],
  "xyz": [[3.764657, -3.315978, -0.500665], [4.062319, -3.702898, 0.959793], [4.336907, -2.496968, 1.853654], [3.163215, -1.636187, 1.863476], [2.841128, -0.969431, 3.113446], [2.382275, -2.123112, 4.133048], [2.772388, -2.052379, 5.301786], [1.672332, -3.000354, 3.539930], [1.803559, 0.077930, 2.874036], [1.459824, 0.310420, 1.460618], [2.579218, 1.001817, 0.700280], [1.975804, 1.840095, -0.294943], [2.927448, 2.440285, -1.105439], [2.246706, 3.106004, -2.283407], [1.820284, 4.343542, -1.928136], [3.147046, 3.279741, -3.277071], [0.982725, 2.428864, -2.890166], [0.591838, 3.247271, -3.905239], [-0.020032, 2.392053, -2.010898], [1.134064, 1.029178, -3.547652], [2.142811, 1.066367, -4.441264], [-0.018448, 0.813709, -4.231812], [1.312957, -0.233406, -2.680430], [0.494833, -0.227631, -1.623823], [2.591601, -0.332437, -2.268102], [0.480035, 0.249662, 3.887888], [-0.364773, 1.367396, 3.451463], [-0.324715, -1.127087, 4.011203], [1.092625, 0.401033, 5.337568], [4.337841, -0.060480, 3.770765], [3.990356, 1.105963, 4.581996], [5.177402, 0.351758, 2.434614], [5.335698, -1.061339, 4.541329], [4.319173, -3.949418, -1.195275], [3.992619, -2.268830, -0.700573], [2.711183, -3.477601, -0.736414], [4.872767, -4.428991, 1.037415], [3.182029, -4.193354, 1.386500], [4.581773, -2.877583, 2.853075], [5.184064, -1.947737, 1.427921], [2.353822, -2.175243, 1.582826], [1.138766, -0.595855, 0.943215], [0.610867, 0.991775, 1.435188], [3.139732, 1.629511, 1.400321], [3.255447, 0.293056, 0.220015], [3.468524, 3.235481, -0.572114], [3.684450, 1.740926, -1.479803], [1.079087, -1.096044, -3.308401], [-0.034187, -1.799839, 3.376962], [0.653892, -0.186749, 5.961276], [6.104522, 0.485597, 2.660841], [6.063380, -1.360852, 3.988097], [-6.762221, -2.774038, -0.568221], [-7.950597, -2.052439, -0.609993], [-7.947325, -0.731102, -1.021974], [-6.752895, -0.120928, -1.386227], [-5.559039, -0.840523, -1.329038], [-5.569404, -2.170370, -0.926720], [-4.254749, -0.202710, -1.679669], [-3.223204, -0.836675, -1.648270], [-4.272600, 1.235935, -2.069193], [-3.067765, 1.869760, -2.344065], [-3.058561, 3.201605, -2.722293], [-4.254395, 3.902684, -2.833009], [-5.458197, 3.277882, -2.554106], [-5.472724, 1.944306, -2.164123], [-6.776217, 1.300399, -1.841364], [-7.823180, 1.906378, -1.940511], [-6.767612, -3.808309, -0.249774], [-8.880463, -2.523930, -0.319369], [-8.862929, -0.157360, -1.063735], [-4.635711, -2.714729, -0.893512], [-2.146772, 1.313132, -2.252811], [-2.117825, 3.693872, -2.929114], [-4.244505, 4.942785, -3.132163], [-6.394946, 3.812725, -2.629661]],
  "forces_ev_per_a": [[0.0, -0.3, 0.0], [-0.5, 0.1, 0.1], [-0.2, -0.5, -0.2], [0.3, 0.8, -0.6], [0.5, -0.4, 0.0], [-0.4, -0.4, -0.2], [-0.2, -0.1, -0.5], [0.4, 0.7, 0.6], [-0.3, -1.0, -0.3], [0.0, 0.4, -0.2], [-0.1, 0.2, 0.2], [0.0, -0.2, -0.2], [0.2, 0.1, 0.1], [-0.2, -0.1, 0.3], [-0.1, 0.2, 0.1], [0.2, 0.0, -0.2], [0.3, 0.0, -0.4], [0.0, 0.0, -0.1], [-0.1, 0.1, 0.2], [-0.2, -0.1, 0.2], [0.0, 0.0, 0.0], [-0.1, 0.0, 0.0], [0.0, 0.0, -0.3], [-0.1, 0.0, 0.1], [0.2, 0.0, 0.2], [-0.1, 0.5, 0.0], [0.0, 0.0, 0.0], [-0.2, 0.3, -0.2], [-0.1, 0.2, 0.0], [-0.8, 0.6, 0.6], [0.2, -0.1, 0.0], [0.1, -0.5, 0.0], [0.3, 0.1, -0.3], [0.1, 0.1, 0.0], [0.1, 0.0, 0.0], [0.0, 0.2, 0.0], [0.1, 0.1, -0.1], [0.1, -0.1, 0.0], [0.1, 0.1, 0.0], [0.1, 0.0, 0.3], [-0.1, -0.2, 0.4], [0.1, 0.0, 0.0], [0.0, 0.0, 0.2], [0.1, 0.0, 0.0], [0.0, 0.0, 0.0], [0.0, 0.0, -0.1], [-0.2, -0.1, -0.1], [0.0, 0.0, 0.0], [0.4, -0.4, 0.3], [0.2, -0.2, 0.0], [0.0, 0.3, -0.1], [-0.1, -0.2, 0.0], [0.0, 0.0, 0.0], [0.0, 0.0, 0.0], [0.0, -0.1, 0.0], [0.0, 0.0, 0.0], [0.0, 0.0, 0.0], [0.0, -0.1, 0.0], [0.0, 0.0, 0.0], [0.0, 0.0, 0.0], [0.0, 0.0, 0.0], [0.0, 0.0, 0.0], [0.0, 0.0, 0.0], [0.0, 0.0, 0.0], [0.0, 0.1, 0.0], [0.0, 0.0, 0.0], [0.0, 0.0, 0.0], [0.0, 0.0, 0.0], [0.0, 0.0, 0.0], [0.0, 0.0, 0.0], [0.0, 0.0, 0.0], [0.0, 0.0, 0.0], [0.0, -0.1, 0.0], [0.0, 0.0, 0.0], [0.0, 0.0, 0.0], [0.0, 0.0, 0.0]],
  "gap_ha": 0.21724,
  "multiplicity": 1,
  "total_charge": -1
}

{
  "formula": "C26H27N2O2",
  "method": "ωB97M-V/def2-TZVPD",
  "species": ["C", "O", "C", "C", "C", "C", "C", "C", "C", "C", "C", "C", "C", "O", "C", "C", "C", "C", "C", "H", "H", "H", "H", "H", "H", "H", "H", "H", "H", "H", "H", "H", "H", "H", "H", "H", "C", "C", "C", "C", "C", "N", "C", "C", "N", "C", "C", "H", "H", "H", "H", "H", "H", "H", "H", "H", "H"],
  "xyz": [[0.405200, -6.780337, 2.470260], [0.988513, -5.839130, 3.403436], [0.464743, -4.579191, 3.459110], [0.934289, -3.727553, 4.495462], [0.380661, -2.481638, 4.664405], [-0.642343, -1.994771, 3.800360], [-1.151500, -0.656497, 3.880513], [-1.747450, -0.048571, 2.782258], [-2.251628, 1.252957, 2.775072], [-3.055917, 1.765465, 1.716855], [-3.348945, 3.158442, 1.597556], [-4.169996, 3.630730, 0.604041], [-4.757634, 2.733852, -0.326230], [-5.647480, 3.270291, -1.198306], [-6.374325, 2.400099, -2.095127], [-4.434446, 1.355350, -0.272860], [-3.608651, 0.893218, 0.734132], [-1.107950, -2.875830, 2.784334], [-0.558895, -4.130246, 2.584538], [0.940482, -7.707289, 2.672399], [-0.672070, -6.915248, 2.650223], [0.572921, -6.459607, 1.431909], [1.723046, -4.096936, 5.144955], [0.762929, -1.819028, 5.440523], [-0.896021, -0.038199, 4.751817], [-1.771899, -0.618395, 1.845343], [-1.987114, 1.926271, 3.594452], [-2.908165, 3.849744, 2.315248], [-4.417755, 4.686920, 0.506770], [-7.040015, 3.080096, -2.628425], [-5.694952, 1.900635, -2.801932], [-6.959780, 1.648729, -1.543672], [-4.854277, 0.658613, -1.004116], [-3.393131, -0.173518, 0.792439], [-1.903098, -2.554682, 2.112494], [-0.927897, -4.771778, 1.780500], [2.535865, -0.180668, 8.446838], [1.560199, -0.742107, 9.275856], [0.228552, -0.793062, 8.861400], [-0.128207, -0.217682, 7.623611], [-1.541209, -0.168541, 7.208275], [-2.009339, -0.006025, 5.990041], [-3.457813, 0.103819, 6.030477], [-3.834072, -0.071972, 7.496758], [-2.539813, -0.253902, 8.119872], [0.847840, 0.386438, 6.810891], [2.179753, 0.411479, 7.229504], [3.580687, -0.201161, 8.748571], [1.832559, -1.151734, 10.245539], [-0.528220, -1.283159, 9.476926], [-3.783143, 1.080777, 5.653187], [-3.919466, -0.655359, 5.388775], [-4.329101, 0.810777, 7.910956], [-4.454455, -0.962403, 7.631868], [-2.378061, -0.219948, 9.115575], [0.549560, 0.846480, 5.864810], [2.923916, 0.889185, 6.598016]],
  "forces_ev_per_a": [[0.2, 0.3, 0.2], [-0.7, 1.0, -0.2], [-0.3, -0.5, 0.0], [-0.1, -0.5, -0.5], [-0.2, 0.5, -0.2], [-0.4, -0.8, -0.3], [2.6, 0.3, -1.0], [-0.7, 0.5, -0.5], [0.6, -0.8, 0.0], [-0.4, 0.3, -0.9], [0.1, -0.6, 0.2], [-0.3, -0.1, -0.5], [-0.3, -0.1, 0.0], [0.6, -0.6, 0.4], [0.2, 0.2, 0.1], [-0.2, 0.3, -0.1], [0.1, 0.3, 0.2], [0.4, 0.1, 0.1], [0.3, -0.2, 0.4], [-0.1, 0.1, -0.1], [0.3, 0.1, 0.0], [0.0, -0.1, 0.3], [-0.1, 0.1, -0.1], [-0.1, -0.2, -0.1], [0.2, -0.6, -1.3], [-0.4, 0.3, 0.5], [-0.3, -0.2, 0.0], [-0.1, -0.1, -0.1], [0.1, -0.3, 0.1], [0.1, -0.3, 0.0], [-0.2, 0.2, 0.2], [0.2, 0.3, -0.1], [0.2, 0.3, 0.4], [-0.2, 0.3, -0.1], [0.2, -0.1, 0.2], [0.1, 0.3, 0.4], [-0.2, 0.2, -0.1], [-0.1, -0.1, -0.3], [0.2, 0.4, -0.5], [0.3, 0.0, 0.1], [-1.7, 0.2, -1.1], [0.5, 0.4, 2.4], [-0.1, 0.2, -0.2], [-0.5, -0.2, 0.5], [0.6, -0.2, 0.9], [0.0, -0.1, 0.4], [-0.4, -0.3, 0.0], [-0.2, 0.1, 0.0], [0.0, 0.0, -0.2], [0.3, 0.2, -0.1], [0.1, -0.1, -0.1], [0.1, 0.1, 0.1], [-0.1, -0.2, 0.0], [-0.1, 0.2, 0.2], [-0.2, 0.1, -0.2], [0.2, -0.1, 0.4], [0.0, -0.1, 0.2]],
  "gap_ha": 0.22986,
  "relative_energy_kj_mol": 140.2,
  "multiplicity": 1,
  "total_charge": 1
}

{
  "formula": "C26H27N3O3",
  "method": "ωB97M-V/def2-TZVPD",
  "species": ["C", "C", "O", "N", "C", "C", "N", "C", "C", "C", "C", "N", "C", "O", "C", "C", "C", "C", "C", "O", "C", "C", "C", "C", "C", "C", "C", "C", "C", "C", "C", "C", "H", "H", "H", "H", "H", "H", "H", "H", "H", "H", "H", "H", "H", "H", "H", "H", "H", "H", "H", "H", "H", "H", "H", "H", "H", "H", "H"],
  "xyz": [[6.192751, 3.547557, -4.188263], [6.209389, 2.115187, -4.671750], [7.228824, 1.454667, -4.719137], [5.011179, 1.609569, -5.059453], [3.763197, 2.344468, -5.011338], [2.603887, 1.375959, -5.280355], [2.712466, 0.201449, -4.457223], [2.069367, 0.093254, -3.237121], [1.345165, 1.139164, -2.656712], [0.680104, 0.964223, -1.460412], [0.716026, -0.253059, -0.787382], [0.014650, -0.363269, 0.418394], [-0.061066, -1.421770, 1.272849], [0.525427, -2.475333, 1.123988], [-0.934039, -1.167112, 2.460126], [-0.592260, -1.781195, 3.662786], [-1.378140, -1.587499, 4.780256], [-2.516972, -0.800260, 4.721584], [-2.877432, -0.200658, 3.519841], [-3.974460, 0.585094, 3.329766], [-4.850728, 0.805260, 4.414197], [-5.572800, -0.432998, 4.889674], [-6.006952, -0.525597, 6.205756], [-6.681048, -1.652345, 6.640797], [-6.920398, -2.699397, 5.766650], [-6.489313, -2.612061, 4.454337], [-5.822584, -1.481995, 4.015837], [-2.077919, -0.386467, 2.392335], [1.436925, -1.301010, -1.351797], [2.093298, -1.127940, -2.551248], [3.932592, -0.559079, -4.682421], [4.931002, 0.241392, -5.524738], [7.215724, 3.850558, -3.984177], [5.763750, 4.206012, -4.939900], [5.610031, 3.632592, -3.273209], [3.634099, 2.787728, -4.017810], [3.757166, 3.152553, -5.755136], [2.616580, 1.062815, -6.329739], [1.650319, 1.871128, -5.103828], [1.296314, 2.110635, -3.123603], [0.129285, 1.793913, -1.037289], [-0.475263, 0.476199, 0.694544], [0.287886, -2.403636, 3.696477], [-1.112016, -2.057540, 5.715161], [-3.121596, -0.679654, 5.606068], [-5.580105, 1.525732, 4.025200], [-4.317374, 1.279951, 5.249914], [-5.815374, 0.288644, 6.891022], [-7.015267, -1.715193, 7.665891], [-7.441030, -3.581296, 6.108851], [-6.673139, -3.425253, 3.768074], [-5.486942, -1.411706, 2.991680], [-2.408183, 0.066728, 1.469042], [1.473141, -2.251802, -0.847927], [2.619031, -1.968615, -2.974233], [3.709353, -1.503070, -5.197536], [4.391751, -0.792564, -3.716565], [5.929970, -0.187747, -5.426751], [4.651749, 0.224686, -6.584046]],
  "forces_ev_per_a": [[0.2, -0.1, 0.0], [0.0, 0.2, 0.1], [0.4, -0.1, 0.1], [-0.2, -0.3, 0.0], [-0.3, 0.3, 0.0], [0.1, 0.2, 0.0], [0.2, 0.1, -0.2], [-0.2, -0.1, 0.2], [0.1, 0.0, -0.1], [0.0, -0.2, 0.2], [0.2, 0.0, -0.4], [-0.3, 0.3, 0.2], [0.0, 0.2, 0.0], [0.1, -0.1, 0.0], [-0.2, -0.1, 0.3], [0.1, 0.0, -0.1], [0.1, 0.0, -0.1], [-0.3, 0.2, 0.0], [0.3, -0.1, 0.0], [0.1, -0.1, -0.2], [-0.2, 0.2, 0.2], [0.0, 0.0, -0.1], [0.1, 0.1, -0.1], [-0.1, 0.0, 0.1], [-0.1, -0.1, 0.1], [0.0, 0.0, 0.0], [0.0, 0.1, 0.0], [-0.1, 0.0, 0.1], [-0.1, 0.0, 0.2], [0.1, 0.2, -0.1], [0.1, -0.2, -0.1], [0.1, -0.3, 0.0], [0.0, 0.0, 0.0], [-0.1, 0.1, 0.0], [-0.1, 0.1, 0.0], [0.0, 0.0, -0.1], [-0.1, 0.0, 0.1], [-0.1, 0.1, 0.1], [0.1, 0.0, -0.1], [0.0, 0.1, -0.1], [0.0, 0.1, 0.0], [0.1, -0.2, 0.1], [0.1, -0.1, 0.0], [0.0, 0.0, 0.1], [-0.1, 0.0, 0.1], [0.2, -0.1, 0.1], [-0.1, -0.1, -0.1], [0.0, 0.1, 0.1], [0.0, 0.0, 0.1], [0.0, -0.1, 0.0], [0.0, -0.1, -0.1], [0.1, 0.0, -0.1], [0.0, 0.0, -0.1], [0.0, 0.0, 0.0], [0.1, -0.1, -0.1], [0.1, 0.0, 0.1], [0.0, 0.0, -0.1], [-0.2, 0.0, -0.1], [0.1, -0.1, 0.1]],
  "smiles": "CC(=O)N1CCN(c2ccc(NC(=O)c3cccc(OCc4ccccc4)c3)cc2)CC1",
  "gap_ha": 0.29349,
  "relative_energy_kj_mol": 83.1,
  "multiplicity": 1,
  "total_charge": 0
}

F_max
In order: 0.023, 0.053, 0.009
Unit: Eh/bohr